Below is an isolated molecule of C4H8S at a distorted geometry, with properties calculated with ωB97M-V/def2-TZVPD.

```
! RIJCOSX wB97M-V def2-TZVPD def2/J DEFGRID3
* xyz 0 1
C 1.19 0.45 1.26
C -0.13 0.73 0.47
C -0.66 -0.54 -0.12
C -0.80 -0.71 -1.63
H 1.51 1.29 1.82
H 1.28 -0.51 1.88
H 1.92 0.39 0.41
H 0.18 1.31 -0.39
H -0.86 1.21 0.96
H -0.45 -1.51 0.27
H -0.62 0.27 -2.11
H -0.29 -1.46 -2.09
S -2.29 -0.91 -0.72
*
```

Summary:
Molar mass in g mol⁻¹: 88.2
E in eV: -15111.4408
Energy above the lowest of the compared OMol25 structures with the same formula, charge and spin in eV: 0.9448
SMILES string: CC[C@@H]1CS1